[1]
Computed, not measured: a molecular structure, C24H26IrN4Si in a non-equilibrium geometry, with ωB97M-V/def2-TZVPD.

**LUMO energy (alpha / beta)**: -2.89 / -5.06 eV
**DFT total energy**: -1542.38712 Eh
**Expectation value of S²**: 6.04
**M**: 590.80 Da
**E_HOMO (alpha / beta)**: -7.207 / -11.154 eV

ORCA input file:
```
! wB97M-V def2-TZVPD RIJCOSX def2/J DEFGRID3
* xyz 1 5
H -2.70902 -3.70596 2.70980
H -5.15869 -3.54770 2.24048
C 2.21116 0.62988 -1.62114
H 1.87299 0.06803 3.68113
C -0.14208 -0.40005 2.71457
H -3.06642 0.82861 -0.07626
N 5.24609 1.78138 1.61923
C -3.32085 1.12526 -2.75916
C -3.06583 -3.17671 1.80995
H -5.93050 -2.30355 0.19890
C -1.05609 0.51634 2.12017
N 4.29543 1.16733 -1.08474
C 4.23919 0.87306 1.38593
H -4.31648 -1.31939 -1.38564
H -0.66655 -0.76742 -3.89348
H 1.81860 -1.84881 2.27838
N 2.46212 0.38596 -0.26731
C -2.75330 1.80321 -4.94082
H -0.40959 -1.33996 3.23251
C -2.12976 -2.53729 0.97333
C 4.52125 1.00766 3.55546
C 5.43243 1.87493 2.97579
C 3.70057 0.74100 0.07015
C 0.97913 1.59047 2.21245
H -4.36736 2.68257 -3.71089
C -1.74892 0.80277 -4.98743
C -2.26187 0.24140 -2.70608
H 1.60488 -1.78783 -1.08248
C 1.10301 0.32451 2.93087
H 5.27513 1.34924 -1.12929
H -1.24293 0.61897 -5.93173
C 3.38408 1.11868 -2.12611
C -3.53959 1.97025 -3.81823
H -4.06035 1.16296 -1.96857
H 1.63393 -2.78865 0.33980
H -0.82146 2.59119 1.37089
H 5.72618 2.26978 0.87255
H 3.67939 1.36472 -3.13113
C -2.54473 -1.68912 -0.03262
C -1.45360 0.02511 -3.86501
Ir 1.56924 -0.63344 1.20363
C -0.37783 1.70490 1.80766
C 1.11193 -1.91763 -0.12340
N 3.80939 0.37811 2.55771
H 1.25402 0.48953 -2.07888
H -1.07629 -2.71979 1.16978
H 4.35710 0.81186 4.60161
C -4.86202 -2.43147 0.40596
H 1.71559 2.37660 2.18952
H -2.97381 2.41969 -5.80974
H 0.05411 -2.08623 -0.27998
C -3.94401 -1.76979 -0.44425
C -4.43174 -3.12103 1.54573
H 6.13994 2.54877 3.40606
H -2.11334 0.36986 1.99907
Si -2.65187 -0.12280 -0.92469
*
```


[2]
Computed, not measured: a molecular structure, C24H26KN5O3S, with ωB97M-V/def2-TZVPD.

**LUMO energy**: -0.12 eV
**DFT total energy**: -2427.81550 Eh
**Energy above the lowest of the compared OMol25 structures with the same formula, charge and spin**: 17.5 kcal/mol
**M**: 503.67 Da
**E_HOMO**: -6.836 eV

ORCA input file:
```
! wB97M-V def2-TZVPD RIJCOSX def2/J DEFGRID3
* xyz 0 1
H 2.73843 3.31766 0.43838
C -4.84036 0.30008 -1.65773
H 4.97967 -3.11553 -0.80805
N -1.58707 1.79670 -1.00244
C 2.36463 -4.46904 -2.43192
C 2.21748 4.26167 0.35167
H -4.39260 3.12282 -1.77143
H 1.70089 -1.24980 2.94733
H -2.34567 0.38873 3.43829
S -0.25306 -0.07021 2.32780
H -5.48462 1.14699 -1.47335
C 1.55537 -3.34338 -2.41867
C -1.02408 -0.65362 4.87051
C -4.55490 -1.99528 -2.24057
C -5.39196 -0.91703 -2.00928
C 3.62290 -4.39512 -1.85118
N 4.32320 -6.61577 -2.57362
C 0.26455 -1.43326 4.62383
C 0.99016 -0.66390 3.52817
H 1.97933 -5.37979 -2.87130
H -1.72076 -1.18708 5.51773
H 2.66537 7.60369 0.67689
C -1.62095 -0.42214 3.48903
H -4.46860 2.67949 -0.06328
O 5.54151 -5.52152 -1.02502
H 3.41136 -1.16920 -0.88796
N -2.64585 -0.61990 -1.76833
K 0.03486 -0.22357 -1.01652
H 3.90473 5.47131 0.88993
C 4.00914 -3.19482 -1.27674
C -2.86419 1.73332 -1.14663
H 3.60253 -6.60968 -3.26981
H 4.96950 -7.38534 -2.55123
H -3.18990 3.76354 -0.63777
C 0.87789 4.23750 -0.02244
C 3.13439 -2.12355 -1.32268
C 2.16632 6.66224 0.48300
C 0.82795 6.64598 0.11162
O 0.91911 1.86863 -0.14868
H 0.87436 -1.52147 5.52323
N -1.05862 2.99523 -0.66059
C 4.60053 -5.54219 -1.79053
N 1.92344 -2.18387 -1.87825
C 0.18703 5.44146 -0.14003
H -4.93502 -2.96906 -2.51610
H 0.28167 7.57641 0.01676
H -0.79512 0.30127 5.35061
H -6.46596 -1.02093 -2.10045
C -3.45230 0.43434 -1.54034
O -0.35064 -1.11900 1.26118
C 0.22676 2.90733 -0.29651
H 1.49402 0.22171 3.91970
C -3.19380 -1.78248 -2.10374
H 0.02898 -2.44197 4.27784
C 2.86050 5.46578 0.60256
H -0.85301 5.41476 -0.43347
H -2.06641 -1.33199 3.08308
C -3.78697 2.89415 -0.89089
H -2.50106 -2.60200 -2.27293
H 0.56493 -3.37931 -2.85867
*
```


[3]
Computed, not measured: a molecular structure, C24H26N2O4SW in a non-equilibrium geometry, with ωB97M-V/def2-TZVPD.

**LUMO energy (alpha / beta)**: -7.33 / -8.05 eV
**DFT total energy**: -1805.45018 Eh
**Expectation value of S²**: 2.04
**M**: 622.39 Da
**E_HOMO (alpha / beta)**: -13.944 / -14.413 eV

ORCA input file:
```
! wB97M-V def2-TZVPD RIJCOSX def2/J DEFGRID3
* xyz 2 3
H -0.24414 -3.31322 -1.49447
H -3.58722 1.98865 0.58310
H 1.37777 3.43546 -3.85609
H 2.52447 -0.00851 -3.83431
H 4.76596 -0.56445 2.47360
C 1.56571 0.96442 -2.53457
N 2.20261 -1.13164 0.38813
H -4.56019 0.53858 0.42941
H 5.44948 -2.79163 1.54938
W 0.51913 0.29991 0.16582
C -0.83044 -1.44299 -0.58957
H 0.67341 -1.44949 3.15604
H -2.75408 -0.26741 -2.57119
H -1.04901 0.01578 -2.84844
C 2.99211 -0.51521 1.27840
C -0.89516 -0.92522 1.76894
H 1.95200 -2.71890 -0.91958
H -0.94575 5.15188 -0.64468
C -0.52352 -1.82481 0.72822
C -0.37907 4.35221 -1.10473
C -2.47222 0.17366 0.29404
C -2.10929 -0.18155 1.58776
H -0.37447 -0.14004 3.68519
O -0.37946 1.67242 1.34184
H 0.79916 -3.09226 1.87564
C 0.97560 2.24528 -2.13890
C -1.58432 -0.21260 -0.76074
H 0.09087 -1.91034 -2.50404
C 0.21964 4.48269 -2.34588
H -1.55780 -2.48082 -2.30146
O 1.43565 0.01386 -1.75548
C -1.87228 0.24101 -2.17351
H -3.88863 0.52621 2.54534
C -0.24612 3.15557 -0.42355
H -2.06928 1.31212 -2.21885
C -0.35346 -1.09388 3.16099
C -0.82777 2.84130 0.92472
H 0.14533 5.41095 -2.89708
H 0.40236 -3.74453 0.28958
H -0.95334 -1.80698 3.73330
C 3.74692 -2.91742 0.23728
C 2.58744 -2.30145 -0.15220
H -3.83490 1.24465 -1.00563
C 0.02183 -3.16317 1.11972
O 2.16217 0.88149 -3.67402
O -1.59172 3.55882 1.49737
C -0.60917 -2.33324 -1.78441
H 4.03327 -3.85599 -0.21594
N 0.43144 2.12712 -0.92164
C 4.16723 -1.08956 1.74175
C -3.66763 1.03921 0.04623
S 2.32912 1.04203 1.66858
C 0.90763 3.39564 -2.88172
H -0.80919 -3.71897 1.56228
C 4.53769 -2.31093 1.21888
H -2.80511 -0.38333 3.60830
C -2.84717 0.31889 2.77831
H -2.39409 1.26071 3.11456
*
```


[4]
Computed, not measured: a single C24H26N2O6S molecule in a non-equilibrium geometry, with ωB97M-V/def2-TZVPD.

**LUMO energy**: 0.59 eV
**DFT total energy**: -1889.25104 Eh
**Energy above the lowest of the compared OMol25 structures with the same formula, charge and spin**: 23.7 kcal/mol
**M**: 470.55 Da
**E_HOMO**: -7.469 eV

ORCA input file:
```
! wB97M-V def2-TZVPD RIJCOSX def2/J DEFGRID3
* xyz 0 1
H -2.58424 -3.93856 2.91092
O 2.61161 -1.19868 -2.38361
C 0.74768 5.79854 -5.11037
H 0.53875 2.86134 -1.01786
C 1.48776 1.53491 -2.37392
C 1.33926 -1.84093 3.45135
H -0.30072 5.88546 -4.81787
H -3.99507 -2.33157 1.66523
C 0.72240 3.76644 -2.95380
O 0.11168 4.95604 -2.63878
C -2.21997 -3.85207 0.18885
H 1.26555 0.88225 -0.44361
C 0.36066 -0.90601 3.18263
C -0.36622 5.14225 -1.32981
C -2.18669 -4.17456 -1.15817
H 2.40181 0.40926 -3.95109
O -1.29969 -0.01057 1.29475
C 1.57609 -2.20945 4.76590
O 1.12873 4.45687 -5.30887
C -0.32582 -2.39239 -0.11209
C -1.22186 -3.62449 -1.97775
C 0.84216 -1.63454 5.79155
H -2.96499 -4.31061 0.81934
C -2.30370 -2.87722 2.90875
C 1.93759 1.33882 -3.67103
C -0.13255 -0.69118 5.50890
C -0.37435 -0.32211 4.19507
H -1.18475 -3.87617 -3.02592
S 0.08089 -0.31861 1.51165
C 1.94719 -1.41864 -0.07771
H 1.89410 -2.28809 2.64257
H 0.44908 -2.30749 -2.10436
H 0.89610 6.28072 -6.07694
H 2.13397 2.23541 -5.60251
C 0.88571 2.74333 -2.03227
O -1.19090 -2.66298 2.05594
O 1.00098 0.78873 1.35877
H 2.33576 -2.43275 -0.21358
C 1.19470 3.57617 -4.26712
H 1.03061 -1.92385 6.81459
H -1.91795 -2.62435 3.90069
H -0.80682 6.13863 -1.32366
H 2.33411 -2.94477 4.98948
H 1.37234 6.28936 -4.36062
N 1.59001 0.57629 -1.36038
H -0.70360 -0.24386 6.30835
C 1.78761 2.35873 -4.58891
H -1.12828 0.40539 3.93964
H 2.54993 -0.88846 0.66345
N 0.59640 -1.48838 0.44072
C 2.08965 -0.67083 -1.42191
H -2.91594 -4.86336 -1.55645
H -3.13912 -0.97654 2.38916
H 0.44253 5.10042 -0.59325
H -4.20352 -1.99092 3.38913
C -1.29168 -2.97351 0.72733
C -0.29784 -2.73408 -1.45680
H -1.13326 4.40580 -1.07014
C -3.49388 -1.98854 2.56641
*
```


> The lowest M belongs to which entry?

C24H26N2O6S